[1]
This record from OMol25 describes a cluster of 12 separate species, C4H22BO19 in total in a non-equilibrium geometry. The level of theory is the ωB97M-V functional and the def2-TZVPD basis.

E_HOMO, eV: -7.566
Charge: -1
Multiplicity: 1
Relative energy (zero: lowest compared OMol25 entry of this formula, charge and spin), kJ/mol: 278.3
HOMO-LUMO gap, eV: 9.6744
E_LUMO, eV: 2.108

Cartesian coordinates (Å):
O (-2.252, -1.733, -0.201)
C (-1.541, -0.773, 0.109)
O (-0.527, -0.379, -0.519)
B (0.051, 0.705, 0.225)
O (-0.749, 0.948, 1.409)
C (-1.746, 0.073, 1.305)
O (-2.633, -0.161, 2.133)
O (0.099, 1.931, -0.617)
C (1.321, 2.519, -0.673)
O (1.721, 3.527, -1.316)
C (2.248, 1.419, 0.005)
O (1.474, 0.492, 0.542)
O (3.526, 1.565, 0.106)
O (-4.507, -4.210, 4.143)
H (-4.165, -3.334, 4.322)
H (-3.745, -4.785, 4.215)
O (6.404, 3.694, 3.693)
H (5.675, 4.233, 3.999)
H (5.993, 2.885, 3.388)
O (8.720, 1.318, 0.903)
H (8.496, 1.411, -0.023)
H (8.423, 0.438, 1.134)
O (3.312, -3.808, -1.565)
H (2.800, -3.687, -0.766)
H (3.160, -4.721, -1.812)
O (-7.388, 0.663, 3.532)
H (-6.605, 0.695, 2.981)
H (-7.607, -0.267, 3.585)
O (-7.598, -3.048, 2.621)
H (-6.752, -3.438, 2.843)
H (-8.147, -3.791, 2.372)
O (-3.154, 0.077, -3.998)
H (-2.626, 0.435, -3.284)
H (-3.883, 0.690, -4.087)
O (5.807, -2.239, 1.160)
H (5.830, -3.192, 1.081)
H (5.303, -1.947, 0.400)
O (-6.616, -3.401, -1.556)
H (-6.264, -3.100, -2.393)
H (-5.878, -3.339, -0.949)
O (-0.424, 4.543, -5.817)
H (0.141, 5.130, -5.315)
H (-1.110, 4.285, -5.201)
O (5.528, 3.912, -4.053)
H (4.941, 4.395, -3.472)
H (4.946, 3.370, -4.586)

Atoms 1-2, force components in eV/Å:
O 1.152 1.737 0.603
C -4.044 -3.975 -0.630

[2]
This record from OMol25 describes an isolated molecule of C16H17ClN2O. The level of theory is the ωB97M-V functional and the def2-TZVPD basis.

E_HOMO, eV: -8.353
Multiplicity: 1
Relative energy (zero: lowest compared OMol25 entry of this formula, charge and spin), kJ/mol: 117.7
HOMO-LUMO gap, eV: 9.0751
E_LUMO, eV: 0.723

Cartesian coordinates (Å):
C (0.996, 0.379, 2.428)
C (1.660, 0.720, 1.128)
C (2.886, 0.154, 0.815)
C (3.535, 0.478, -0.364)
Cl (5.057, -0.261, -0.728)
C (2.982, 1.388, -1.248)
C (1.756, 1.948, -0.949)
C (1.080, 1.617, 0.222)
N (-0.136, 2.259, 0.541)
N (-1.281, 1.437, 0.623)
C (-2.221, 1.473, -0.348)
O (-2.155, 2.258, -1.273)
C (-3.334, 0.462, -0.161)
C (-3.035, -0.763, -1.045)
C (-1.677, -1.329, -0.739)
C (-1.480, -2.133, 0.377)
C (-0.223, -2.629, 0.677)
C (0.855, -2.325, -0.137)
C (0.671, -1.521, -1.248)
C (-0.586, -1.024, -1.543)
H (1.743, 0.103, 3.168)
H (0.325, -0.472, 2.303)
H (0.433, 1.233, 2.800)
H (3.344, -0.540, 1.503)
H (3.497, 1.645, -2.160)
H (1.307, 2.652, -1.634)
H (-0.369, 2.965, -0.161)
H (-1.275, 0.743, 1.353)
H (-3.408, 0.165, 0.885)
H (-4.275, 0.914, -0.475)
H (-3.806, -1.518, -0.875)
H (-3.076, -0.454, -2.091)
H (-2.321, -2.380, 1.011)
H (-0.087, -3.260, 1.544)
H (1.835, -2.715, 0.092)
H (1.508, -1.278, -1.883)
H (-0.725, -0.392, -2.408)

Atoms 1-2, force components in eV/Å:
C 0.039 0.007 -0.080
C -0.068 0.181 -0.098

[3]
This record from OMol25 describes the ion C6H5N2O with charge +1 in a non-equilibrium geometry. The level of theory is the ωB97M-V functional and the def2-TZVPD basis.

E_HOMO, eV: -14.667
Charge: +1
Multiplicity: 1
Relative energy (zero: lowest compared OMol25 entry of this formula, charge and spin), kJ/mol: 787.6
HOMO-LUMO gap, eV: 7.4621
E_LUMO, eV: -7.205

Cartesian coordinates (Å):
C (0.478, -0.966, -1.523)
C (0.559, -1.025, -0.210)
C (-0.419, -0.489, 0.839)
C (-0.336, 0.824, 1.202)
C (0.784, 1.540, 0.627)
C (1.774, 0.789, 0.211)
N (1.865, -0.728, 0.309)
N (2.847, 0.052, -0.141)
O (3.911, -0.207, -0.561)
H (-0.319, -0.963, -2.186)
H (1.395, -1.139, -2.078)
H (-1.094, -1.141, 1.216)
H (-1.119, 1.257, 1.720)
H (0.647, 2.579, 0.499)

Atoms 1-2, force components in eV/Å:
C 1.400 -1.602 -0.373
C -0.614 1.308 -0.403

Question: The highest E_LUMO belongs to which entry?
Answer: C4H22BO19

Question: Which of these has the highest relative energy (zero: lowest compared OMol25 entry of this formula, charge and spin)?
Answer: C6H5N2O

Question: What is the multiplicity in the third record?
Answer: 1

Question: HOMO-LUMO gap of number 1 (C4H22BO19)?
Answer: 9.6744 eV